Entry 1:
# C4H16N2O2

A cluster of 4 separate species, C4H16N2O2 in total (wB97M-V/def2-TZVPD, OMol25).

Element x y z (Å)
1 C -1.2833 -1.9364 -1.1429
2 N -0.2543 -2.2971 -2.1132
3 C 0.0930 2.6776 0.8278
4 C 0.7799 1.5079 0.1642
5 N 1.2497 0.5243 1.1240
6 C 0.2645 -0.3756 1.6782
7 H -0.9871 -0.9686 -0.7114
8 H -1.2983 -2.6724 -0.3479
9 H -2.2660 -1.9033 -1.5938
10 H 0.6442 -1.8387 -1.9372
11 H -0.4572 2.2633 1.6738
12 H -0.6488 3.0874 0.1443
13 H 0.0015 0.9470 -0.4277
14 H 1.6760 1.7199 -0.4196
15 H 1.7823 -0.1784 0.4975
16 H -0.6365 0.1784 1.9257
17 H -0.0394 -1.0350 0.8471
18 H 0.6617 -0.8133 2.5890
19 H -0.5477 -2.1802 -3.0684
20 H 2.8284 -1.4369 -0.9508
21 O 2.0036 -1.0108 -0.6960
22 H 0.7727 3.4591 1.1615
23 H -2.4773 1.4380 0.6249
24 O -1.8617 0.8440 0.1507

Properties
spin multiplicity = 1
total charge = 0
gap between HOMO and LUMO = 0.1593 hartree
energy relative to the best compared isomer or geometry (same formula, charge and spin) = 834.4 kJ/mol
molar mass = 124.2 g mol⁻¹
HOMO = -8.68 eV

=====

Entry 2:
# C56H135F6N11O24

A structure of composition C56H135F6N11O24 (wB97M-V/def2-TZVPD, OMol25).

Element x y z (Å)
1 C -1.3702 3.6878 -10.3144
2 O -0.1177 3.1601 -9.8487
3 C 0.4012 3.9518 -8.8010
4 C 1.4821 3.1108 -8.1322
5 N 1.0128 1.7022 -7.9478
6 H -0.0196 1.6301 -7.6496
7 H 1.0535 1.2460 -8.8512
8 C 1.7690 0.8737 -6.9263
9 C 3.2732 0.9761 -7.1550
10 O 3.5638 0.5214 -8.4315
11 C 4.7444 1.1288 -8.9165
12 H -1.6835 2.9574 -11.0894
13 H -1.1683 4.6606 -10.7900
14 H -2.0835 3.7126 -9.5192
15 H -0.3356 4.2907 -8.1390
16 H 0.8802 4.9071 -9.1329
17 H 1.6982 3.5851 -7.1227
18 H 2.3499 3.0808 -8.7146
19 H 1.4214 -0.1546 -7.0375
20 H 1.5767 1.2606 -5.9116
21 H 3.7489 0.3305 -6.4241
22 H 3.6166 2.0067 -6.9674
23 H 4.8439 0.9251 -9.9607
24 H 5.6608 0.8472 -8.3547
25 H 4.6911 2.2082 -8.7879
26 C 4.0408 9.0248 12.5900
27 O 4.2999 7.6632 12.5222
28 C 4.4300 7.2074 11.1908
29 C 3.8379 5.7449 11.3115
30 N 4.5779 5.0011 12.3879
31 H 5.5421 4.6246 12.0501
32 H 4.6272 5.7888 13.0999
33 C 3.8565 3.6955 12.8368
34 C 5.0329 2.8306 13.3337
35 O 5.4229 3.6739 14.3576
36 C 6.6115 3.2875 15.0405
37 H 4.4904 9.3738 13.5987
38 H 3.0415 9.2994 12.6769
39 H 4.3920 9.7540 11.6995
40 H 5.4932 7.3948 10.7769
41 H 3.6174 7.7970 10.6418
42 H 3.8721 5.2215 10.3835
43 H 2.8307 5.8852 11.5598
44 H 3.3817 3.3115 11.9356
45 H 3.1173 3.8597 13.5656
46 H 5.8949 2.7900 12.6219
47 H 4.7464 1.8093 13.6266
48 H 7.4544 3.3574 14.2949
49 H 6.7036 2.2812 15.3800
50 H 6.7561 3.8466 16.0072
51 C -10.0126 -6.7619 3.5420
52 O -10.0709 -7.0705 2.1767
53 C -10.8393 -6.2482 1.3739
54 C -10.9440 -6.9210 -0.0215
55 N -11.1328 -8.3785 -0.0403
56 H -10.2366 -8.7325 0.2127
57 H -11.6446 -8.5436 0.7763
58 C -11.6104 -9.1428 -1.2470
59 C -11.2368 -10.6619 -1.0522
60 O -9.8875 -10.7249 -0.5870
61 C -9.3984 -12.0556 -0.2330
62 H -10.9840 -6.6730 4.0020
63 H -9.4856 -5.8070 3.6844
64 H -9.3962 -7.5133 4.0856
65 H -10.2714 -5.3335 1.1944
66 H -11.8749 -6.0339 1.7373
67 H -10.0656 -6.7788 -0.6047
68 H -11.8024 -6.4282 -0.4676
69 H -11.0689 -8.7854 -2.0435
70 H -12.7060 -8.9551 -1.4133
71 H -11.3430 -11.1687 -1.9962
72 H -11.9059 -11.1983 -0.3543
73 H -8.7844 -11.8187 0.6345
74 H -8.7536 -12.4150 -1.0219
75 H -10.1979 -12.7604 0.0776
76 C -2.2958 -1.3094 -9.3995
77 O -2.1524 -1.8140 -8.0227
78 C -3.3683 -2.2062 -7.4171
79 C -3.8743 -1.1385 -6.4344
80 N -4.1674 0.1982 -7.1320
81 H -3.2264 0.6543 -7.2356
82 H -4.6035 0.0587 -8.0499
83 C -5.2496 0.9584 -6.3562
84 C -5.5476 2.3661 -6.8590
85 O -4.6778 3.3011 -6.1804
86 C -4.6246 4.5358 -6.9012
87 H -2.4728 -2.1695 -10.0796
88 H -1.2813 -0.9969 -9.6672
89 H -3.0379 -0.4866 -9.4914
90 H -3.2691 -3.1913 -6.9079
91 H -4.1190 -2.4377 -8.1778
92 H -3.0980 -0.9141 -5.6314
93 H -4.8463 -1.4560 -6.0833
94 H -4.9072 0.9709 -5.2726
95 H -6.0980 0.3144 -6.4034
96 H -6.5591 2.5976 -6.5749
97 H -5.5477 2.4304 -7.9627
98 H -5.5455 5.1385 -6.9292
99 H -4.3643 4.2508 -7.9232
100 H -3.9052 5.1277 -6.3908
101 C -8.3694 3.6130 -4.4165
102 O -7.0072 3.1737 -4.3282
103 C -6.6817 3.2360 -2.9392
104 C -5.4190 2.5074 -2.7135
105 N -4.2998 3.2886 -3.2810
106 H -4.1792 3.0909 -4.2962
107 H -4.7230 4.1869 -3.2775
108 C -2.9419 3.1656 -2.6157
109 C -2.9557 3.7214 -1.1476
110 O -3.6604 4.9978 -1.1815
111 C -3.6196 5.7788 0.0177
112 H -8.9429 2.8200 -3.8704
113 H -8.6662 3.7076 -5.4370
114 H -8.4599 4.5425 -3.8960
115 H -7.4515 2.6335 -2.4434
116 H -6.7471 4.2019 -2.5085
117 H -5.5439 1.4630 -3.0622
118 H -5.3292 2.4817 -1.6811
119 H -2.1940 3.6450 -3.3262
120 H -2.7299 2.0343 -2.6662
121 H -1.9220 3.9278 -0.7651
122 H -3.3065 2.9522 -0.3969
123 H -2.6243 5.9143 0.4493
124 H -4.2143 5.3665 0.8493
125 H -4.0596 6.7192 -0.1670
126 C 10.6465 1.8558 1.6284
127 O 10.5542 3.2562 1.9786
128 C 9.9561 4.0234 0.9204
129 C 9.8050 5.3913 1.5120
130 N 8.9249 5.3040 2.6650
131 H 9.3278 4.7341 3.3560
132 H 8.8352 6.2176 3.1240
133 C 7.5176 4.7865 2.3700
134 C 6.5137 5.4248 3.3117
135 O 6.7838 6.8561 3.2303
136 C 6.0143 7.6644 4.1368
137 H 11.1339 1.7484 0.7098
138 H 9.7163 1.3663 1.4701
139 H 11.0818 1.4455 2.5588
140 H 8.9686 3.6224 0.5959
141 H 10.6986 3.9901 0.0907
142 H 9.2964 5.9958 0.6756
143 H 10.6949 5.8562 1.7635
144 H 7.4819 3.6825 2.2663
145 H 7.3165 5.1888 1.3836
146 H 6.5612 5.0597 4.3432
147 H 5.5589 5.2174 2.8685
148 H 6.6675 8.5002 4.4033
149 H 5.7489 7.0770 4.9861
150 H 5.1385 8.0818 3.7444
151 C 4.4847 -1.1966 5.8970
152 O 4.3885 -1.6450 4.5815
153 C 5.4732 -2.3704 4.1382
154 C 5.1365 -2.9563 2.6745
155 N 3.9687 -3.7953 2.5707
156 H 3.1321 -3.4476 3.0586
157 H 3.7423 -3.5889 0.9774
158 C 4.2316 -5.2597 2.7509
159 C 2.9570 -5.9633 2.5066
160 O 2.0038 -5.7073 3.5015
161 C 0.8622 -6.5261 3.6074
162 H 3.5033 -0.8916 6.3038
163 H 5.2951 -0.4736 6.0148
164 H 4.8041 -2.0584 6.5440
165 H 5.7486 -3.2219 4.7039
166 H 6.2815 -1.6088 4.1102
167 H 5.9613 -3.5883 2.4363
168 H 5.0285 -2.1816 1.9645
169 H 4.6658 -5.6140 3.6861
170 H 4.9515 -5.4405 1.9256
171 H 3.1651 -7.0323 2.5557
172 H 2.6026 -5.7119 1.5092
173 H 0.9632 -7.1533 4.4578
174 H 0.8017 -7.1153 2.6587
175 H -0.0201 -5.8344 3.6634
176 C -1.8829 -2.8507 2.4348
177 C -0.6750 -2.9268 3.3350
178 N 0.3229 -1.7999 3.2672
179 C 0.5209 -0.7332 4.1756
180 C 1.5343 0.0167 3.5451
181 N 1.8789 -0.5672 2.4128
182 C 1.1236 -1.6007 2.2271
183 C 2.9792 -0.2427 1.5085
184 H -1.6586 -3.0572 1.3980
185 H -2.5119 -2.0079 2.3518
186 H -2.5273 -3.6924 2.7514
187 H -0.0845 -3.8307 3.3289
188 H -0.9797 -2.9052 4.4123
189 H -0.0253 -0.6845 5.0686
190 H 1.9425 0.9927 3.7636
191 H 1.1622 -2.2879 1.3786
192 H 2.9079 -0.8396 0.5764
193 H 3.9478 -0.4341 1.9720
194 H 2.9153 0.8213 1.2433
195 N 3.9471 3.9347 0.7246
196 O 3.8362 4.7796 -0.1603
197 O 2.9093 3.5788 1.2181
198 O 5.0550 3.6090 1.1272
199 N -1.6514 2.1333 -6.0025
200 O -2.3524 1.8543 -5.0724
201 O -0.6504 2.8787 -5.9057
202 O -1.8292 1.5928 -7.1534
203 C 3.7361 -3.2215 -1.0533
204 O 4.1461 -4.5076 -1.4883
205 O 3.1655 -3.2218 0.2160
206 C 5.0557 -2.3862 -1.4085
207 F 5.9613 -2.6934 -0.4348
208 F 5.6255 -2.5697 -2.5518
209 F 4.7972 -1.0581 -1.2520
210 C 2.9563 -5.3900 -1.5716
211 C 3.5258 -6.7046 -1.8319
212 H 3.1070 -7.7093 -1.5089
213 H 3.5927 -6.7865 -2.9402
214 H 4.5298 -6.7643 -1.4551
215 H 2.3016 -5.1794 -2.3658
216 H 2.4278 -5.3754 -0.5728
217 H 2.9477 -2.7689 -1.7464
218 C -3.1947 -0.9022 -2.0392
219 O -2.8908 -2.2392 -1.9322
220 O -3.1331 -0.3695 -3.1825
221 C -4.8673 -0.7976 -1.0412
222 F -5.8151 -1.2233 -1.8817
223 F -4.8039 -1.6856 -0.0332
224 F -5.0793 0.4018 -0.6464
225 C -2.4751 -2.8724 -3.2868
226 C -1.9986 -4.2730 -3.0938
227 H -1.2084 -4.4093 -2.3371
228 H -2.9372 -4.8606 -2.8629
229 H -1.5978 -4.6584 -4.0312
230 H -1.6678 -2.2889 -3.7413
231 H -3.3025 -2.9055 -4.0124
232 H -2.6743 -0.4470 -1.1261

Properties
spin multiplicity = 1
total charge = +4
gap between HOMO and LUMO = 0.2112 hartree
molar mass = 1460.7 g mol⁻¹
HOMO = -11.25 eV

=====

Entry 3:
# C4H14NO3

A cluster of 3 separate species, C4H14NO3 in total (wB97M-V/def2-TZVPD, OMol25).

Element x y z (Å)
1 C 0.9340 1.7291 1.7216
2 N -0.0894 0.8788 1.1685
3 C 1.7199 -1.0295 1.1386
4 C 0.5726 -0.3569 0.4463
5 C 0.7470 -0.1319 -1.1049
6 O -0.4779 -0.0418 -1.7622
7 H 0.5608 2.6168 2.2261
8 H 1.4326 1.1262 2.5715
9 H 1.7056 2.0819 0.9797
10 H -0.4546 1.3730 0.3865
11 H 2.5867 -1.1289 0.3934
12 H 1.5905 -2.0301 1.4410
13 H 2.1587 -0.4163 1.9471
14 H -0.2026 -1.1428 0.3716
15 H 1.3718 -0.9780 -1.4399
16 H 1.1236 0.8398 -1.4503
17 H -2.1746 -2.4665 -2.4364
18 H -1.0275 -1.4050 -1.8320
19 O -1.7774 -2.1919 -1.6726
20 H -3.0009 1.1846 -1.6321
21 H -3.4030 0.5098 -0.3981
22 O -3.8958 0.9797 -1.0634

Properties
spin multiplicity = 1
total charge = -1
gap between HOMO and LUMO = 0.2752 hartree
energy relative to the best compared isomer or geometry (same formula, charge and spin) = 229.3 kJ/mol
molar mass = 124.2 g mol⁻¹
HOMO = -3.72 eV